ORCA calculation (the ωB97M-V functional and the def2-TZVPD basis) on a cluster of 13 separate species, C3H30NO16 in total.

```
50
Properties=species:S:1:pos:R:3:forces:R:3:nbo_charge:R:1
C -0.75422 -0.53887 -2.35628 1.3776 0.8053 1.9997 0.523
N -1.73841 -0.02186 -1.39613 -0.4532 -0.0736 -0.7753 -0.689
C -1.26253 0.20548 -0.01687 0.9264 -1.6761 -1.1277 -0.369
C -0.98119 -1.16106 0.63762 0.2370 -1.2804 1.1436 0.800
O -0.14198 -1.19713 1.57071 -0.0417 0.7885 -0.0893 -0.809
O -1.57404 -2.19428 0.22773 -0.2429 1.2218 -0.3574 -0.822
O -0.13053 0.49061 -3.00368 0.1851 0.7120 -1.0563 -0.771
H -1.12606 -1.31375 -3.02551 -0.5485 0.3461 -0.1203 0.151
H -2.45813 -0.73364 -1.36005 -0.1517 -0.0086 0.2939 0.386
H -0.27450 0.65557 -0.05884 -0.2089 0.5732 0.1468 0.227
H -1.96572 0.80398 0.55130 -0.1350 0.1324 0.0031 0.192
H -1.79133 3.20498 -2.43949 -0.4876 0.1020 -0.4434 0.478
H -0.38406 3.45439 -2.06074 0.5394 -0.2036 -0.5141 0.505
O -0.91574 3.14442 -2.83365 0.0507 0.1920 0.8516 -0.973
H -1.45296 -4.22152 -0.79177 0.4117 0.4619 0.3510 0.491
H -0.05993 -3.78691 -0.26250 -0.5634 0.5268 0.2907 0.491
O -0.51751 -4.45480 -0.77190 0.3481 -1.1457 -0.7392 -0.983
H 4.49864 -1.41176 1.56120 0.0241 0.0884 0.1133 0.463
H 3.19399 -1.26448 0.82536 0.4314 -0.0740 0.1150 0.503
O 4.05710 -1.71408 0.76741 0.0694 -0.2996 -0.7042 -0.984
H 2.92628 0.40671 -1.01341 0.0093 0.0263 0.0396 0.476
H 1.23898 2.49093 -0.76199 -0.0182 0.2036 0.1974 0.502
O 2.08748 0.48423 -0.54792 0.1404 0.4338 0.0274 -1.009
H 0.83110 -1.78843 -2.08787 -0.0939 -0.1651 -0.3537 0.511
H 1.43978 -0.00156 -1.10016 0.0350 -0.1979 0.0659 0.504
O 0.29140 -1.17150 -1.58202 -0.1229 -0.2335 -0.0216 -0.783
H -0.41610 1.41788 -2.78312 -0.3263 -0.7416 -0.1636 0.520
H 0.39456 3.56307 0.01216 0.3929 -0.1467 0.2674 0.504
O 0.91100 3.40861 -0.79694 -0.1116 -0.1050 -0.2870 -1.000
H -3.21785 -2.18787 0.73391 -0.6855 -0.7518 0.5090 0.489
H -3.08768 -3.07913 1.87480 -0.0108 -0.2614 0.2973 0.466
O -3.80423 -2.69152 1.36799 0.1714 0.7041 -0.5518 -0.988
H -3.84181 1.75534 -0.74562 -0.1163 0.2631 -0.1324 0.469
H -2.55378 1.84313 -1.49929 -0.3497 -0.3060 -0.0400 0.493
O -3.34023 2.38360 -1.28095 0.2259 -0.1522 0.1734 -0.981
H 3.28107 -3.33126 -1.92600 -0.3113 -0.0398 -0.0593 0.482
H 1.97873 -4.14204 -2.04416 -0.1908 -0.1653 0.1689 0.486
O 2.51753 -3.49243 -2.50079 0.2707 0.3373 0.0151 -0.963
H -1.25878 0.35204 3.70084 -0.0525 -0.1151 -0.2129 0.486
H -2.36586 0.87152 2.78244 0.0590 -0.2348 0.2328 0.464
O -2.09074 0.84071 3.70742 0.0465 0.2620 -0.1120 -0.949
H 2.18063 -1.26749 2.82706 -0.3085 -0.1262 0.0379 0.482
H 1.54186 -0.43075 1.71421 -0.5792 -0.1738 0.1738 0.531
O 2.32360 -0.48479 2.29296 0.3324 0.4918 0.3493 -1.006
H 0.21817 3.87676 2.55791 0.0246 -0.6086 0.2753 0.500
H -0.74937 2.82516 1.83037 0.2931 0.0608 0.6938 0.490
O -0.24561 3.64152 1.75452 -0.4117 0.4390 -0.9326 -0.972
H 3.20361 2.46233 2.02356 -0.2237 -0.4618 0.1219 0.470
H 2.63124 1.27269 2.88229 0.0650 -0.3898 -0.5286 0.504
O 2.75416 2.22725 2.84389 0.0788 0.9656 0.3677 -0.990
```
Forces are in eV/Å.

Calculated values
E_tot = -37852.144 eV
energy relative to the best compared isomer or geometry (same formula, charge and spin) = 5.1 kJ/mol
lowest unoccupied orbital energy = 2.577 eV
HOMO level = -6.4 eV
maximum force = 2.6 eV/Å
total charge = -1
frontier orbital gap = 8.9739 eV

ORCA calculation (the ωB97M-V functional and the def2-TZVPD basis) on an isolated molecule of C19H22N2O3.

```
46
Properties=species:S:1:pos:R:3:forces:R:3:nbo_charge:R:1
C -1.02435 5.11061 0.77458 0.4265 -0.0106 0.1249 -0.640
C 0.17187 4.77345 1.67105 -0.3391 0.0873 0.1506 0.112
C -0.12766 3.55454 2.54629 0.2665 0.3240 -0.1739 -0.644
O 1.38522 4.67229 0.94133 0.1951 0.0136 0.0164 -0.539
C 1.51673 3.60835 0.02100 0.1704 -0.1765 0.0411 -0.069
C 2.43873 2.50187 0.54839 -0.2641 0.1562 -0.2664 -0.426
C 2.51235 1.32514 -0.42053 0.2720 0.1136 0.0072 -0.227
N 1.21556 0.70387 -0.56688 0.1553 0.0690 0.4623 -0.631
C 0.62721 0.49295 -1.75329 -0.4980 -0.2805 0.1405 0.665
O 1.12528 0.73804 -2.83114 0.0709 0.1008 -0.4203 -0.624
C -0.78756 -0.10145 -1.61704 0.1222 0.3008 -0.1357 -0.306
N -0.80115 -1.35553 -0.90731 -0.0531 0.2295 -0.0599 -0.412
C -0.81501 -1.44332 0.47383 0.0223 0.4795 0.2780 0.675
O -0.73847 -0.47322 1.20952 -0.1020 -0.0951 0.0923 -0.621
C -0.89999 -2.88253 0.79904 -0.0325 -0.7086 -0.1531 -0.152
C -0.96182 -3.62980 1.94932 0.0274 0.4618 -0.2178 -0.129
C -1.01718 -5.02978 1.81716 -0.0140 -0.2604 0.0632 -0.222
C -1.00710 -5.67220 0.59889 0.0004 0.0335 0.0125 -0.146
C -0.94054 -4.93121 -0.60117 0.0242 0.6060 0.0612 -0.079
C -0.91054 -5.38416 -1.94187 0.0103 -0.0777 -0.2758 -0.196
C -0.83458 -4.47630 -2.96902 -0.0412 -0.4940 0.0819 -0.190
C -0.78811 -3.07755 -2.77792 0.0099 0.5767 0.3791 -0.240
C -0.82307 -2.61650 -1.48955 -0.0122 -0.7056 -0.3202 0.176
C -0.89307 -3.54794 -0.43597 -0.0142 -0.1269 0.2351 0.003
H -0.76580 5.92804 0.10608 -0.0175 0.0891 -0.0589 0.218
H -1.32709 4.25369 0.17690 -0.0724 -0.0883 -0.0653 0.199
H -1.86766 5.41185 1.38977 -0.1320 0.0158 0.0475 0.213
H 0.36795 5.63359 2.32347 -0.1162 -0.1404 -0.0555 0.183
H 0.72405 3.33257 3.18474 0.0550 -0.0581 0.0789 0.214
H -0.35810 2.67823 1.94461 -0.0482 -0.1459 -0.0694 0.207
H -0.98611 3.76791 3.17790 -0.1158 -0.0197 0.0631 0.215
H 0.54281 3.18350 -0.23830 0.0149 0.0296 -0.0346 0.168
H 1.95187 4.03252 -0.89148 -0.0934 -0.1029 0.0240 0.184
H 3.43621 2.91397 0.70131 0.0345 -0.0089 0.0633 0.216
H 2.06939 2.14948 1.51282 0.0222 0.0307 0.0924 0.200
H 2.82451 1.65251 -1.41512 0.0459 -0.0744 0.0995 0.228
H 3.23250 0.58613 -0.05022 0.0020 0.1103 -0.1292 0.196
H 0.69833 0.50189 0.28267 -0.0985 -0.0318 -0.1730 0.425
H -1.40931 0.61138 -1.06364 0.0217 -0.1012 -0.0866 0.234
H -1.20351 -0.24726 -2.61494 0.0771 0.0464 0.1152 0.233
H -0.96954 -3.17144 2.92612 0.0029 0.0587 0.0933 0.228
H -1.06834 -5.62331 2.71855 -0.0034 -0.0621 0.0425 0.219
H -1.04916 -6.75101 0.55784 -0.0044 -0.1040 0.0305 0.218
H -0.94269 -6.44263 -2.15140 0.0010 -0.1035 -0.0669 0.215
H -0.80655 -4.84016 -3.98575 0.0015 -0.0594 -0.0605 0.219
H -0.71649 -2.42104 -3.63066 0.0201 0.1035 -0.0733 0.228
```
Forces are in eV/Å.

Calculated values
E_tot = -29183.973 eV
energy relative to the best compared isomer or geometry (same formula, charge and spin) = 55.7 kJ/mol
lowest unoccupied orbital energy = -0.606 eV
SMILES string = CC(C)OCCCNC(=O)CN1C(=O)c2cccc3cccc1c23
HOMO level = -8.4 eV
maximum force = 0.8 eV/Å
frontier orbital gap = 7.8205 eV

Which value of frontier orbital gap does entry 1 give?
8.9739 eV